No. 1
Entry from OMol25: a 7-piece molecular cluster, C58H71BrF5N2OSi overall at a distorted geometry (wB97M-V/def2-TZVPD).

```
139
Properties=species:S:1:pos:R:3:forces:R:3:lowdin_charge:R:1
C -3.183 3.743 0.764 -0.3 -1.7 0.0 -0.084
C -4.544 3.309 -0.005 0.0 1.3 1.6 -0.233
O -4.497 1.975 -0.566 1.2 1.2 -0.7 -0.182
C -3.798 1.943 -1.831 -0.1 -0.3 -1.3 -0.172
C -2.854 0.633 -1.951 0.0 -0.1 0.3 -0.203
C -3.042 -0.209 -3.299 -0.5 -0.4 0.3 -0.077
C -1.737 -0.489 -4.187 -2.9 0.2 -2.7 -0.268
C -1.631 0.677 -5.284 -1.1 0.2 -0.5 -0.180
C -1.609 2.186 -4.748 1.0 0.4 -2.2 -0.071
C -1.552 3.117 -6.079 0.3 1.8 1.4 -0.398
F -1.311 4.448 -5.587 -0.5 -2.7 -1.4 0.040
F -0.459 2.809 -6.921 -2.9 0.6 1.5 0.076
F -2.785 3.178 -6.762 3.1 -0.5 1.1 0.084
N -0.488 -0.864 -3.428 -0.1 -0.1 1.2 -0.384
Br 1.046 0.097 -4.057 0.1 -0.5 -0.4 1.130
C -0.258 -2.357 -3.423 -0.4 -4.2 -0.5 -0.387
F -1.513 -3.019 -3.094 2.1 2.2 -0.9 0.043
F 0.023 -2.826 -4.756 -0.6 1.7 3.0 0.045
C 0.732 -2.993 -2.376 1.0 -1.1 0.8 -0.148
C 2.280 -2.620 -2.372 0.3 0.2 0.9 -0.278
Si 3.334 -3.391 -3.811 1.2 0.2 0.1 0.536
C 3.021 -5.275 -3.834 -0.4 -1.2 0.6 -0.203
C 3.121 -2.518 -5.496 0.3 -0.2 -1.5 -0.226
C 5.178 -3.078 -3.284 2.7 1.2 1.2 -0.233
C 6.339 -4.064 -3.591 1.3 3.4 2.1 -0.062
C 7.781 -3.696 -3.092 -2.8 2.4 0.7 -0.054
C 8.004 -2.367 -2.296 -2.7 -0.3 -0.8 -0.072
C 6.869 -1.355 -1.998 -1.4 -3.8 -2.4 -0.062
C 5.434 -1.732 -2.521 3.7 -1.9 -0.2 -0.079
C -0.547 -0.476 -1.943 0.0 1.3 2.4 -0.142
C -1.300 0.905 -1.654 -1.3 -0.4 1.1 -0.301
N -1.194 1.116 -0.156 -0.3 1.0 -0.8 0.055
H -3.321 4.653 1.437 0.2 -1.0 -1.3 0.090
H -2.313 3.819 0.028 -1.1 0.3 1.1 0.058
H -2.939 2.860 1.474 -0.3 1.4 -1.0 0.085
H -5.359 3.293 0.810 1.1 -0.1 -1.5 0.110
H -4.804 4.118 -0.772 0.2 -1.3 0.8 0.132
H -4.589 1.876 -2.676 1.1 0.1 1.3 0.139
H -3.207 2.914 -2.037 -0.7 -1.4 0.6 0.131
H -3.211 -0.056 -1.089 0.7 1.1 -1.3 0.163
H -3.513 -1.228 -3.050 0.7 1.6 -0.3 0.136
H -3.796 0.332 -3.982 1.3 -0.9 0.9 0.131
H -2.035 -1.391 -4.854 0.9 1.3 1.4 0.172
H -2.646 0.606 -5.847 1.6 -0.1 1.0 0.147
H -0.876 0.469 -6.135 -0.9 0.4 1.8 0.122
H -0.635 2.458 -4.190 -1.8 -0.4 -0.8 0.102
H -2.551 2.524 -4.204 1.3 -0.7 -0.6 0.125
H 0.700 -4.133 -2.597 -0.3 2.0 0.0 0.139
H 0.379 -2.951 -1.274 -0.1 0.4 -2.1 0.144
H 2.720 -3.136 -1.428 -0.8 0.7 -1.5 0.113
H 2.525 -1.505 -2.193 -0.7 -1.7 -0.4 0.040
H 3.803 -5.871 -4.437 -1.4 1.0 0.7 0.049
H 3.116 -5.671 -2.749 -0.1 0.7 -1.6 0.060
H 1.948 -5.561 -4.156 1.8 0.4 0.2 0.047
H 3.147 -1.371 -5.437 -0.2 -1.7 -0.1 0.004
H 2.226 -2.907 -6.118 1.3 0.9 1.1 0.044
H 4.050 -2.804 -6.128 -1.4 0.4 1.1 0.058
H 6.159 -5.034 -4.176 0.3 1.7 1.0 0.086
H 8.691 -4.369 -3.295 -1.7 1.1 0.4 0.094
H 9.048 -2.096 -1.904 -1.7 -0.6 -0.8 0.091
H 7.001 -0.372 -1.431 0.0 -1.7 -0.9 0.089
H 4.622 -0.959 -2.299 1.1 -1.5 -0.5 0.068
H 0.531 -0.354 -1.548 -1.8 -0.6 -0.7 0.127
H -1.124 -1.263 -1.323 1.0 1.1 -1.3 0.166
H -0.853 1.835 -2.126 -0.6 -1.5 -0.1 0.123
H -2.149 1.237 0.241 0.9 -0.3 -0.5 0.059
H -0.758 2.046 0.015 -0.2 -1.1 -0.1 0.075
C 2.580 3.163 -2.601 0.1 0.2 0.1 -0.116
C 3.909 3.491 -2.847 0.0 0.0 0.0 -0.088
C 4.505 4.542 -2.157 -0.1 0.0 0.1 -0.079
C 3.774 5.259 -1.214 0.0 -0.1 -0.1 -0.078
C 2.446 4.928 -0.966 0.0 0.0 0.0 -0.085
C 1.847 3.883 -1.663 0.1 -0.1 -0.1 -0.100
H 2.113 2.346 -3.142 0.1 0.1 0.1 0.009
H 4.481 2.928 -3.577 0.0 0.1 0.1 0.103
H 5.540 4.802 -2.353 -0.1 0.0 0.0 0.108
H 4.241 6.075 -0.673 -0.1 -0.1 -0.1 0.108
H 1.877 5.486 -0.230 0.1 0.0 -0.1 0.106
H 0.808 3.629 -1.473 0.0 0.0 0.0 0.079
C 7.922 -7.891 -2.454 0.1 0.0 0.0 -0.106
C 8.740 -7.247 -1.531 0.0 0.0 0.0 -0.107
C 10.014 -7.740 -1.266 -0.1 0.0 -0.1 -0.091
C 10.473 -8.873 -1.932 0.0 0.0 0.0 -0.088
C 9.656 -9.515 -2.857 0.0 0.1 0.1 -0.095
C 8.379 -9.027 -3.116 0.0 0.1 0.0 -0.096
H 6.927 -7.507 -2.658 0.1 0.0 0.0 0.090
H 8.385 -6.359 -1.017 0.0 -0.1 0.0 0.096
H 10.649 -7.242 -0.542 0.0 0.0 -0.1 0.102
H 11.468 -9.256 -1.729 -0.1 0.0 0.0 0.099
H 10.015 -10.397 -3.377 0.0 0.1 0.0 0.092
H 7.740 -9.530 -3.833 0.1 0.0 0.0 0.100
C -10.335 3.240 2.535 0.1 0.0 0.0 -0.086
C -9.546 2.584 1.596 0.0 0.0 0.0 -0.093
C -8.163 2.549 1.750 0.0 0.1 0.1 -0.105
C -7.571 3.162 2.851 -0.1 0.0 -0.1 -0.106
C -8.361 3.814 3.792 0.0 0.0 -0.1 -0.093
C -9.742 3.857 3.633 0.0 0.0 -0.1 -0.088
H -11.412 3.270 2.413 0.1 0.0 0.0 0.104
H -10.008 2.101 0.741 0.0 0.0 0.1 0.101
H -7.548 2.043 1.014 -0.1 0.0 0.0 0.091
H -6.493 3.130 2.974 -0.1 0.0 0.0 0.090
H -7.899 4.291 4.651 0.0 0.0 -0.1 0.097
H -10.357 4.371 4.364 0.0 -0.1 0.0 0.090
C -12.102 7.399 7.204 0.1 0.0 0.0 -0.090
C -11.253 7.093 6.145 0.0 0.0 0.0 -0.095
C -10.009 6.521 6.392 -0.1 0.0 0.1 -0.104
C -9.617 6.247 7.700 -0.1 0.0 0.0 -0.099
C -10.467 6.550 8.758 0.0 0.0 0.0 -0.111
C -11.708 7.130 8.511 0.1 0.0 -0.1 -0.095
H -13.070 7.848 7.010 0.1 0.0 0.0 0.102
H -11.561 7.300 5.125 0.0 0.0 0.1 0.102
H -9.344 6.288 5.567 0.0 0.0 0.0 0.086
H -8.649 5.797 7.893 -0.1 0.0 0.0 0.100
H -10.162 6.335 9.777 0.0 0.0 -0.1 0.105
H -12.368 7.372 9.337 0.0 0.0 -0.1 0.105
C -8.939 9.231 10.555 0.1 0.0 0.0 -0.094
C -8.997 10.112 11.630 0.1 0.0 0.0 -0.093
C -7.889 10.280 12.454 0.0 -0.1 -0.1 -0.096
C -6.717 9.574 12.196 -0.1 0.0 0.0 -0.098
C -6.657 8.696 11.118 -0.1 0.0 0.0 -0.097
C -7.769 8.521 10.300 0.0 0.1 0.1 -0.096
H -9.805 9.097 9.914 0.1 0.0 0.0 0.089
H -9.909 10.667 11.827 0.1 -0.1 0.0 0.101
H -7.937 10.962 13.296 0.0 0.0 -0.1 0.101
H -5.851 9.709 12.835 -0.1 0.0 -0.1 0.100
H -5.743 8.147 10.916 -0.1 0.0 0.0 0.099
H -7.724 7.832 9.463 0.0 0.1 0.0 0.086
C 14.067 -12.263 -2.340 0.0 0.0 0.1 -0.095
C 12.692 -12.140 -2.518 0.0 0.0 0.1 -0.108
C 11.821 -12.538 -1.509 0.1 0.0 0.0 -0.105
C 12.325 -13.050 -0.317 0.0 0.0 -0.1 -0.094
C 13.700 -13.170 -0.138 0.0 0.0 -0.1 -0.095
C 14.571 -12.780 -1.150 -0.1 0.0 0.0 -0.095
H 14.746 -11.956 -3.129 -0.1 0.0 0.1 0.101
H 12.300 -11.734 -3.445 0.0 0.0 0.1 0.095
H 10.749 -12.448 -1.650 0.1 0.0 0.0 0.097
H 11.646 -13.356 0.472 0.1 0.0 -0.1 0.101
H 14.093 -13.567 0.792 0.0 0.0 -0.1 0.101
H 15.642 -12.879 -1.012 -0.1 0.0 0.0 0.101
```
Forces are in eV/Å.

Properties
E_LUMO: -5.0 eV
Total charge: +1
Largest force on an atom: 4.73 eV Å⁻¹
E_tot: -157818.641 eV

No. 2
Entry from OMol25: a 6-piece molecular cluster, C58H72N7O5S2Si overall at a distorted geometry (wB97M-V/def2-TZVPD).

```
145
Properties=species:S:1:pos:R:3:forces:R:3:lowdin_charge:R:1
C -0.647 0.121 4.802 1.1 -1.6 -0.4 -0.048
N -2.067 -0.267 5.088 -1.6 2.3 -0.9 -0.135
C -2.684 0.572 6.140 -0.2 0.3 0.9 -0.089
C -2.832 -0.303 3.884 1.0 -1.5 -0.2 -0.407
O -2.603 -1.190 3.079 -0.3 1.2 0.2 0.087
C -3.994 0.696 3.510 -0.8 0.6 0.0 -0.054
C -3.905 1.126 2.024 0.2 -0.2 -1.6 -0.072
C -4.358 0.164 1.020 1.1 3.1 -0.8 0.087
C -4.335 0.536 -0.406 -0.9 -1.4 1.6 -0.094
C -4.882 -0.552 -1.365 0.4 -0.4 -0.5 -0.125
C -3.632 -1.356 -1.978 0.4 -0.5 1.6 -0.144
C -3.216 -2.502 -0.926 0.0 -0.4 -0.4 -0.188
C -3.334 -3.967 -1.512 0.8 -1.1 1.2 -0.205
C -1.928 -4.529 -2.049 -1.0 1.2 -0.3 -0.190
C -1.882 -4.240 -3.620 -0.1 -1.1 0.9 -0.208
C -2.133 -5.613 -4.385 1.1 0.9 0.2 -0.236
C -0.802 -6.497 -4.184 -0.9 0.7 0.3 -0.261
Si 0.048 -6.921 -5.835 0.5 -0.9 0.0 0.568
C -0.918 -8.341 -6.696 -0.1 0.3 -0.4 -0.198
C 0.243 -5.416 -7.007 0.0 -0.4 0.7 -0.182
C 1.812 -7.561 -5.410 1.7 -1.0 0.0 -0.243
C 2.345 -8.714 -6.170 2.0 0.9 2.1 -0.082
C 3.682 -9.245 -5.829 -0.8 2.1 1.2 -0.077
C 4.455 -8.605 -4.758 -1.6 0.9 -0.2 -0.089
C 3.945 -7.437 -4.007 -1.2 -1.4 -1.9 -0.082
C 2.621 -6.925 -4.352 0.6 -1.6 -1.0 -0.098
N -3.857 1.788 -0.843 -0.2 -0.8 3.4 -0.035
S -3.778 2.247 -2.513 -0.9 2.8 -7.2 0.728
C -1.983 2.493 -2.922 0.9 -0.2 0.9 -0.086
O -4.492 3.494 -2.809 1.2 -1.2 2.6 -0.270
O -4.250 1.283 -3.498 0.8 -0.9 2.6 -0.276
C -3.412 2.739 0.116 0.7 1.3 2.0 -0.084
C -2.917 4.156 -0.285 0.9 2.5 -1.2 -0.210
C -1.485 4.473 -0.453 -1.0 1.0 -0.1 -0.060
C -1.047 5.821 -0.784 -1.7 0.6 0.1 -0.054
C -1.994 6.937 -0.960 -1.4 -2.6 0.5 -0.039
C -3.422 6.639 -0.817 1.3 -1.6 0.4 -0.044
C -3.850 5.292 -0.469 1.1 -0.8 0.1 -0.029
C -3.388 2.462 1.543 -1.3 -3.1 -1.8 -0.097
S -2.794 3.574 2.861 2.8 2.7 2.9 0.699
C -4.306 4.255 3.698 -0.1 -0.3 -0.2 -0.100
O -1.993 2.874 3.888 -2.1 -0.8 -1.8 -0.326
O -2.008 4.728 2.434 -1.6 -1.0 -1.0 -0.319
H -0.520 0.191 3.683 0.0 0.1 1.2 0.095
H -0.350 1.082 5.294 -0.4 -0.9 -0.4 0.092
H 0.018 -0.754 5.121 -0.7 1.5 -0.3 0.082
H -2.415 1.667 6.035 -0.2 -1.2 0.1 0.082
H -3.812 0.488 6.143 1.2 -0.1 -0.1 0.097
H -2.341 0.191 7.143 -0.3 0.5 -1.0 0.104
H -4.071 1.600 4.164 0.3 -1.0 -0.5 0.083
H -4.964 0.131 3.633 1.0 0.5 -0.2 0.152
H -4.725 -0.832 1.352 0.3 1.0 -0.6 0.136
H -5.460 -1.322 -0.776 0.6 1.2 -0.3 0.127
H -5.588 -0.177 -2.147 0.9 0.0 0.7 0.120
H -2.727 -0.688 -2.050 -1.1 -0.5 -0.5 0.106
H -3.880 -1.858 -2.945 0.2 0.9 0.7 0.109
H -3.844 -2.472 0.008 0.5 0.2 -0.9 0.091
H -2.153 -2.357 -0.573 -1.1 -0.1 -0.4 0.112
H -4.156 -4.093 -2.272 0.8 0.3 0.6 0.114
H -3.604 -4.649 -0.650 0.0 0.8 -0.8 0.107
H -1.127 -3.966 -1.487 -0.7 -0.6 -0.7 0.103
H -1.786 -5.612 -1.796 -0.3 0.9 -0.4 0.106
H -2.709 -3.516 -3.854 1.1 -0.4 0.0 0.087
H -0.860 -3.835 -3.843 -1.1 -0.2 -0.3 0.108
H -3.043 -6.120 -3.971 0.8 0.4 -0.4 0.109
H -2.321 -5.374 -5.468 0.1 -0.4 0.9 0.085
H -0.067 -5.889 -3.579 -0.7 -0.6 -0.5 0.059
H -1.077 -7.385 -3.557 0.6 0.5 -0.7 0.087
H -0.728 -9.341 -6.220 -0.3 1.0 -0.4 0.041
H -0.621 -8.402 -7.780 -0.3 0.0 1.0 0.036
H -2.015 -8.080 -6.673 1.0 -0.5 0.0 0.035
H -0.771 -4.971 -7.175 1.1 -0.1 -0.1 0.026
H 0.953 -4.708 -6.491 -0.8 -0.5 -0.7 0.041
H 0.710 -5.799 -7.949 -0.5 0.5 0.7 0.040
H 1.779 -9.205 -6.993 0.4 0.6 0.8 0.088
H 4.121 -10.111 -6.378 -0.5 0.8 0.5 0.094
H 5.465 -8.990 -4.469 -1.1 0.3 -0.4 0.093
H 4.587 -7.005 -3.196 -0.9 -0.4 -0.9 0.095
H 2.161 -6.048 -3.824 0.7 -1.0 -0.4 0.085
H -1.810 3.558 -3.243 -0.5 -1.1 0.6 0.079
H -1.652 1.808 -3.746 -0.9 0.4 0.8 0.085
H -1.378 2.253 -2.009 -0.5 0.3 -0.9 0.063
H -0.687 3.697 -0.312 -1.0 0.8 -0.1 0.122
H 0.036 6.083 -0.880 -1.1 -0.6 0.2 0.108
H -1.697 7.982 -1.192 0.1 -1.1 0.3 0.105
H -4.213 7.421 -0.965 1.0 -0.8 0.2 0.114
H -4.935 5.041 -0.326 1.1 0.6 -0.3 0.121
H -5.234 3.748 3.329 0.8 0.6 0.3 0.076
H -4.305 5.364 3.506 0.0 -1.3 0.0 0.088
H -4.170 4.047 4.789 0.0 0.2 -1.0 0.080
N -0.076 2.972 -7.850 -0.1 0.4 0.2 0.058
C 0.465 4.123 -8.261 0.0 -0.4 0.0 -0.144
C 0.135 5.363 -7.734 -0.1 0.0 0.1 -0.068
C -0.814 5.415 -6.726 0.0 0.1 0.1 -0.079
C -1.390 4.234 -6.285 0.1 0.0 0.0 -0.086
C -0.987 3.047 -6.875 0.2 -0.2 -0.2 -0.162
H 1.200 4.032 -9.053 0.0 0.1 0.0 0.106
H 0.608 6.263 -8.104 0.0 0.0 0.0 0.105
H -1.101 6.364 -6.289 0.0 0.0 0.0 0.107
H -2.136 4.235 -5.499 -0.1 0.0 -0.1 0.086
H -1.408 2.096 -6.561 -0.1 0.0 0.0 0.098
N 0.269 8.397 1.011 0.3 0.0 0.3 0.057
C 1.512 8.894 1.004 -0.3 -0.1 -0.1 -0.143
C 2.317 8.974 2.130 -0.1 0.0 0.0 -0.073
C 1.803 8.519 3.333 0.1 0.1 0.2 -0.092
C 0.517 8.003 3.368 0.1 0.1 0.0 -0.079
C -0.203 7.963 2.187 -0.1 0.1 -0.4 -0.159
H 1.867 9.239 0.038 0.1 0.0 0.1 0.105
H 3.317 9.382 2.065 0.0 0.0 0.0 0.108
H 2.400 8.566 4.237 0.0 0.0 0.0 0.114
H 0.086 7.640 4.292 0.0 0.0 0.0 0.109
H -1.213 7.564 2.162 0.0 0.0 0.1 0.096
N 1.800 -2.867 5.426 0.1 -0.1 0.5 0.042
C 1.149 -3.151 6.564 0.1 0.1 -0.4 -0.168
C 1.750 -3.715 7.678 0.0 0.0 0.0 -0.077
C 3.103 -4.007 7.616 0.0 0.0 0.1 -0.077
C 3.800 -3.726 6.452 0.1 -0.1 0.1 -0.070
C 3.107 -3.159 5.394 -0.3 0.2 -0.2 -0.153
H 0.091 -2.907 6.565 0.0 0.0 0.1 0.094
H 1.174 -3.919 8.571 0.0 0.0 0.0 0.101
H 3.610 -4.449 8.466 0.0 0.0 0.0 0.107
H 4.858 -3.941 6.365 0.0 0.1 -0.1 0.077
H 3.611 -2.919 4.464 0.1 0.0 0.1 0.101
N 4.675 4.780 3.492 -0.4 -0.2 -0.1 0.059
C 4.392 3.484 3.661 0.2 0.3 0.0 -0.151
C 3.150 2.925 3.404 -0.1 0.0 0.0 -0.074
C 2.139 3.757 2.947 -0.1 -0.1 0.0 -0.078
C 2.407 5.104 2.765 0.0 -0.1 -0.1 -0.066
C 3.684 5.562 3.049 0.4 -0.1 0.1 -0.148
H 5.214 2.875 4.023 -0.1 0.0 0.0 0.104
H 2.979 1.867 3.557 0.0 0.0 0.0 0.100
H 1.153 3.359 2.736 0.0 0.0 0.0 0.095
H 1.644 5.784 2.411 0.0 0.0 0.0 0.081
H 3.944 6.607 2.919 -0.1 0.0 0.0 0.092
N 7.136 -3.355 5.314 0.3 0.2 -0.2 0.048
C 7.774 -3.870 4.256 -0.3 0.0 0.2 -0.150
C 8.944 -3.345 3.730 0.0 0.1 0.0 -0.072
C 9.485 -2.219 4.330 0.1 0.1 0.0 -0.078
C 8.842 -1.665 5.426 0.0 0.0 -0.1 -0.072
C 7.679 -2.269 5.876 -0.3 -0.2 0.0 -0.152
H 7.312 -4.748 3.819 0.1 0.0 0.0 0.104
H 9.419 -3.805 2.874 0.0 0.0 0.0 0.103
H 10.398 -1.777 3.948 0.0 0.0 0.0 0.107
H 9.234 -0.786 5.920 0.0 0.0 0.0 0.103
H 7.142 -1.875 6.733 0.1 0.0 0.0 0.103
```
Forces are in eV/Å.

Properties
E_LUMO: -4.8 eV
Total charge: +1
Largest force on an atom: 7.78 eV Å⁻¹
E_tot: -111516.090 eV